C2H3N3O | ωB97M-V/def2-TZVPD

CARTESIAN COORDINATES (ANGSTROEM)
N  -1.6082  -0.2951  1.4873
C  -0.6507  -0.2261  0.7500
C  0.2127  -0.0425  -0.2488
N  1.3667  -0.8137  -0.4923
N  -0.0434  1.0971  -1.0649
O  -0.9696  1.8138  -0.7328
H  -1.5792  0.2801  2.3281
H  2.0819  -0.2259  -0.9048
H  1.1899  -1.5877  -1.1217

* Kohn-Sham gap (alpha / beta): 0.319 / 0.319 Eh
* SMILES string: N=C=C(N)N=O
* maximum force: 0.7 eV/A